Computed, not measured: a single C17H20N4O4S molecule in a non-equilibrium geometry, with ωB97M-V/def2-TZVPD.

Structure (XYZ):
```
46
Properties=species:S:1:pos:R:3:mulliken_charge:R:1
C -4.3968 -0.4035 -0.0037 -0.88
N -4.3468 0.6045 1.0364 0.07
C -3.6160 0.2001 2.2279 -0.70
C -2.1988 0.8134 2.2632 -1.11
N -1.6754 0.9503 0.9249 0.31
C -0.7614 0.1090 0.3942 1.32
C -0.5480 -1.1829 0.9341 -0.42
C 0.2591 -2.0985 0.3103 -1.33
C 0.8683 -1.7888 -0.9019 -0.62
S 2.0272 -2.9494 -1.6068 1.17
O 1.7057 -4.2767 -1.1771 -0.70
O 2.1963 -2.6832 -2.9979 -0.64
N 3.4343 -2.5461 -0.7757 -0.28
C 3.7852 -1.1967 -0.6567 0.36
C 4.0659 -0.6367 0.5854 -0.49
C 4.3823 0.7065 0.6837 -0.62
C 4.4088 1.5028 -0.4482 -0.56
C 4.1395 0.9432 -1.6869 -0.54
C 3.8357 -0.4011 -1.7974 -0.24
C 0.7322 -0.5357 -1.4398 -0.22
C -0.0251 0.4310 -0.7777 -0.36
N 0.1408 1.7704 -1.2411 1.20
O 0.4254 1.9434 -2.4103 -0.70
O 0.0555 2.6685 -0.4182 -0.64
C -2.4175 1.9038 0.1302 -0.65
C -3.8988 1.8996 0.5815 -1.06
H -3.4139 -0.7306 -0.3684 0.28
H -4.9272 -1.2732 0.3827 0.36
H -4.9648 -0.0066 -0.8434 0.28
H -3.5648 -0.8892 2.2564 0.40
H -4.1720 0.5378 3.1101 0.32
H -2.2444 1.8209 2.6889 0.39
H -1.5253 0.2254 2.8834 0.50
H -1.0566 -1.4721 1.8387 0.38
H 0.4033 -3.0865 0.7187 0.46
H 3.5043 -3.0788 0.0785 0.35
H 4.0383 -1.2580 1.4700 0.34
H 4.5992 1.1330 1.6519 0.39
H 4.6412 2.5533 -0.3659 0.41
H 4.1639 1.5576 -2.5739 0.41
H 3.6315 -0.8525 -2.7548 0.61
H 1.2321 -0.2736 -2.3584 0.89
H -1.9931 2.9118 0.2253 0.31
H -2.3554 1.6094 -0.9214 0.51
H -4.5243 2.2199 -0.2530 0.40
H -4.0496 2.6051 1.4021 0.35
```

Values from the calculation:
ΔE to the lowest compared entry with this formula, charge and spin: 96.3 kcal/mol
molecular weight: 376.44 g mol⁻¹
SMILES: CN1CCN(c2ccc(S(=O)(=O)Nc3ccccc3)cc2[N+](=O)[O-])CC1
max |F|: 0.0265 Eh/bohr
LUMO level: -0.46 eV
Kohn-Sham gap: 0.2928 Eh
HOMO level: -8.424 eV


Computed, not measured: a single C4H7NO2S molecule in a non-equilibrium geometry, with ωB97M-V/def2-TZVPD.

Structure (XYZ):
```
15
Properties=species:S:1:pos:R:3:mulliken_charge:R:1
C 0.6287 1.7610 -0.0232 -1.00
N 0.0981 0.4843 -0.3615 0.03
C -1.2467 0.1731 -0.2651 -0.28
C -1.2085 -1.3727 0.1729 -0.26
C -0.0105 -1.9132 0.1436 -0.34
S 1.2113 -0.6521 -0.0373 0.92
O 1.7508 -0.2494 1.2541 -0.61
O 2.1598 -0.9464 -1.0695 -0.61
H 0.7115 1.9575 1.1219 0.32
H -0.1486 2.6060 -0.2381 0.34
H 1.5496 1.9582 -0.5083 0.35
H -1.7649 0.3852 -1.3094 0.27
H -1.8806 0.6859 0.5805 0.28
H -2.2542 -1.8873 0.3445 0.28
H 0.4042 -2.9900 0.1949 0.30
```

Values from the calculation:
ΔE to the lowest compared entry with this formula, charge and spin: 85.1 kcal/mol
molecular weight: 133.17 g mol⁻¹
SMILES: CN1CC=CS1(=O)=O
max |F|: 0.1001 Eh/bohr
LUMO level: 0.68 eV
Kohn-Sham gap: 0.3758 Eh
HOMO level: -9.550 eV


Computed, not measured: a single C5H8O molecule, with ωB97M-V/def2-TZVPD.

Structure (XYZ):
```
14
Properties=species:S:1:pos:R:3:mulliken_charge:R:1
C 0.1161 1.5753 0.3119 -0.78
C 0.2418 1.0393 -1.0810 -0.34
C -0.2654 -0.3852 -1.2283 -0.36
C -0.4080 -1.2359 -0.2047 -0.24
C 0.0457 -0.9593 1.2162 -0.47
O 1.0268 0.0829 1.2247 -0.43
H 0.8007 1.0042 1.6068 0.47
H -0.9071 1.2703 0.6269 0.21
H -0.4004 1.7081 -1.6867 0.34
H 1.2578 1.1507 -1.4889 0.29
H -0.5455 -0.7149 -2.2317 0.35
H -0.8262 -2.2303 -0.3758 0.36
H 0.5409 -1.8558 1.6188 0.36
H -0.7967 -0.7241 1.8857 0.26
```

Values from the calculation:
ΔE to the lowest compared entry with this formula, charge and spin: 116.5 kcal/mol
molecular weight: 84.12 g mol⁻¹
max |F|: 0.0133 Eh/bohr
LUMO level: 0.89 eV
Kohn-Sham gap: 0.3442 Eh
HOMO level: -8.474 eV


Computed, not measured: a molecular structure, C60H63GeKN10O2S3Se in a non-equilibrium geometry, with ωB97M-V/def2-TZVPD.

Structure (XYZ):
```
141
Properties=species:S:1:pos:R:3:mulliken_charge:R:1
K 0.2105 0.2591 0.0682 0.97
C 4.7411 -5.5802 0.8134 -1.61
C 3.5284 -5.7107 1.7477 2.17
C 4.0227 -5.7686 3.1936 -2.10
C 2.7857 -7.0192 1.4415 -1.69
C 2.6051 -4.5218 1.5021 1.01
C 1.9049 -4.4065 0.3074 -1.36
C 1.1211 -3.2883 0.0856 -1.52
N 0.9841 -2.2980 0.9704 0.42
C 1.6251 -2.4071 2.1286 -0.82
C 2.4502 -3.4892 2.4185 -0.23
C 1.4292 -1.2993 3.1204 -1.24
C 1.5306 -1.5337 4.4828 0.32
C 1.3307 -0.5013 5.3965 0.66
C 1.0678 0.7525 4.8691 -0.66
C 0.9833 0.9001 3.4910 -0.73
N 1.1416 -0.0955 2.6280 0.07
C 1.4407 -0.7682 6.8945 2.14
C 0.9299 0.4152 7.7201 -2.11
C 0.6129 -2.0061 7.2697 -1.72
C 2.9162 -1.0131 7.2413 -1.57
H 5.4337 -6.4124 0.9700 0.44
H 5.2724 -4.6442 1.0009 0.37
H 4.4294 -5.5813 -0.2331 0.36
H 4.6221 -6.6705 3.3346 0.44
H 3.1871 -5.8024 3.8976 0.43
H 4.6508 -4.9096 3.4408 0.36
H 3.4297 -7.8742 1.6633 0.45
H 2.4943 -7.0822 0.3923 0.33
H 1.8805 -7.1013 2.0486 0.38
H 1.9674 -5.1618 -0.4657 0.39
H 0.5761 -3.1820 -0.8515 0.93
H 2.9950 -3.4931 3.3519 0.63
H 1.7283 -2.5405 4.8306 0.57
H 0.9085 1.6185 5.4971 0.38
H 0.7862 1.8782 3.0652 0.15
H -0.1084 0.6493 7.4720 0.43
H 1.5336 1.3108 7.5589 0.36
H 0.9793 0.1661 8.7824 0.46
H -0.4166 -1.8990 6.9203 0.37
H 0.5994 -2.1294 8.3555 0.47
H 1.0236 -2.9191 6.8347 0.33
H 3.5162 -0.1314 7.0029 0.37
H 3.3173 -1.8559 6.6731 0.32
H 3.0256 -1.2301 8.3079 0.42
S -1.0486 3.0131 -1.9051 -0.26
C -2.5610 2.7382 -1.2648 0.06
S -3.1118 3.3323 0.2368 -0.31
C -3.6497 2.0216 -2.1553 3.04
C -4.4799 1.1278 -1.3089 -0.76
N -5.1110 0.4113 -0.6655 -0.75
C -2.5996 1.9173 -4.4715 -0.46
N -2.2869 2.4764 -5.4296 -0.94
N 3.2624 4.2468 0.0861 -0.02
C 2.8631 2.9666 -0.1965 -0.60
N 1.7293 2.6507 0.3535 0.35
C 1.3260 3.8010 1.0338 0.21
C 0.1705 4.0501 1.7657 -0.10
C 0.0357 5.2851 2.3715 -0.79
C 1.0248 6.2721 2.2472 -0.60
C 2.1653 6.0555 1.4928 -1.05
C 2.2886 4.8094 0.8880 0.10
H 4.0849 4.6968 -0.2667 0.20
H 3.4565 2.2884 -0.8029 0.15
H -0.6174 3.3084 1.7986 0.96
H -0.8644 5.5063 2.9335 0.35
H 0.8838 7.2291 2.7352 0.39
H 2.9154 6.8293 1.3735 0.37
C -4.9718 -0.6261 4.3634 -1.04
N -4.3274 0.6292 4.0530 0.49
C -3.4196 0.8199 3.0393 -0.42
Se -2.6393 -0.4286 2.0001 -0.37
N -3.1558 2.1529 3.0102 1.06
C -3.8835 2.8172 3.9799 0.24
C -3.9400 4.1453 4.3551 -0.46
C -4.7480 4.4724 5.4408 -0.61
C -5.4767 3.4987 6.1211 -0.53
C -5.4216 2.1602 5.7379 -0.66
C -4.6132 1.8420 4.6627 0.33
H -4.6887 -1.3413 3.5961 0.29
H -6.0543 -0.4942 4.3583 0.35
H -4.6516 -0.9997 5.3389 0.30
H -2.8118 2.5622 2.1308 -0.83
H -3.3833 4.9027 3.8164 0.45
H -4.8059 5.5045 5.7644 0.39
H -6.0936 3.7844 6.9643 0.36
H -5.9910 1.3990 6.2564 0.43
C 1.1999 0.1505 -4.6164 0.09
N 2.2645 0.4045 -3.6487 0.05
C 2.7897 -0.4906 -2.8074 0.13
N 2.3628 -1.7597 -2.9126 -0.26
S 4.0202 -0.0330 -1.7090 -0.48
H 0.7625 1.1020 -4.9123 0.37
H 0.4142 -0.4595 -4.1889 -0.61
H 1.5922 -0.3604 -5.5009 0.32
H 2.5267 1.3545 -3.4643 0.26
H 1.3858 -1.9405 -3.1956 0.11
H 2.6887 -2.3463 -2.1637 0.17
O -0.3512 -2.3974 -3.0488 -0.93
C -0.7981 -1.5666 -2.2115 0.46
O -0.2467 -0.4687 -1.9396 -0.25
C -2.0912 -1.9159 -1.4668 0.49
C -3.0472 -2.7525 -2.3245 -1.76
Ge -3.5905 -1.8031 -3.9848 2.11
C -2.3036 -2.1809 -5.4286 0.00
C -1.9270 -3.4920 -5.7289 -0.07
C -1.0277 -3.7642 -6.7509 -0.74
C -0.4835 -2.7201 -7.4944 -0.45
C -0.8538 -1.4121 -7.2116 -0.43
C -1.7593 -1.1468 -6.1870 -0.49
C -4.0471 0.0564 -3.8448 -0.95
C -5.3133 0.4376 -4.2664 -0.24
C -5.9492 1.6825 -4.2621 -1.00
C -5.5299 2.8866 -3.6211 -0.90
C -4.5519 3.1078 -2.7124 -1.10
C -3.0497 1.0924 -3.3297 2.25
C -5.2211 -2.7704 -4.5728 -0.63
C -5.4065 -3.1745 -5.8974 -0.22
C -6.5633 -3.8381 -6.2975 -0.69
C -7.5602 -4.1170 -5.3716 -0.34
C -7.3992 -3.7156 -4.0504 -0.78
C -6.2415 -3.0524 -3.6598 -0.14
H -2.5891 -0.9928 -1.1634 -0.44
H -1.8032 -2.4409 -0.5434 0.60
H -3.9536 -2.9940 -1.7637 0.58
H -2.5582 -3.6861 -2.6164 0.37
H -2.3374 -4.3143 -5.1488 0.30
H -0.7406 -4.7892 -6.9653 0.34
H 0.2264 -2.9307 -8.2867 0.33
H -0.4366 -0.5917 -7.7858 0.41
H -2.0466 -0.1202 -5.9786 0.18
H -5.9205 -0.3561 -4.6955 0.21
H -6.8917 1.7331 -4.7993 0.26
H -6.1219 3.7672 -3.8677 0.25
H -4.3758 4.1051 -2.3349 0.37
H -2.1532 0.6063 -2.9423 -0.65
H -4.6336 -2.9589 -6.6286 0.31
H -6.6859 -4.1358 -7.3331 0.37
H -8.4608 -4.6380 -5.6789 0.34
H -8.1803 -3.9167 -3.3258 0.37
H -6.1385 -2.7266 -2.6284 0.33
```

Values from the calculation:
ΔE to the lowest compared entry with this formula, charge and spin: 23.7 kcal/mol
molecular weight: 1243.10 g mol⁻¹
max |F|: 0.0430 Eh/bohr
LUMO level: 2.97 eV
charge: -2
Kohn-Sham gap: 0.1262 Eh
HOMO level: -0.460 eV


Question: Number 2 is which compound?
Answer: C4H7NO2S


Question: Among the records above, which one has the highest molecular weight?
Answer: C60H63GeKN10O2S3Se


Question: Which formula does entry 3 have?
Answer: C5H8O


Question: What is the Kohn-Sham gap in the first record?
Answer: 0.2928 Eh